# 1
A molecular structure, C2F3MnNO5S2, computed with the ωB97M-V functional and the def2-TZVPD basis.

Summary:
Net charge   -1
⟨S²⟩   12.0024
LUMO level (spin up / spin down)   0.1196 / 0.1188 Ha
Gap between HOMO and LUMO (spin up / spin down)   6.1704 / 8.1255 eV
Multiplicity   7
ΔE to the lowest compared entry with this formula, charge and spin   0.00 kcal per mole
Electronic energy   -74945.772 eV

Geometry (Å):
F 2.312 1.402 -0.296
S -0.922 1.310 0.988
F 3.223 -0.483 -0.815
O -3.001 -1.010 -0.864
O -2.126 1.004 -0.137
S 0.712 -0.712 -0.036
O 0.228 -0.309 -1.400
O -3.665 -0.397 1.236
F 2.878 0.015 1.256
Mn -1.593 0.317 -2.015
N -0.193 -0.214 1.159
C 2.395 0.121 0.026
C -3.176 -0.354 0.154
O 1.041 -2.128 0.119

# 2
A single C4H9N molecule, computed with the ωB97M-V functional and the def2-TZVPD basis.

Summary:
LUMO level   0.0418 Ha
Gap between HOMO and LUMO   8.8605 eV
Multiplicity   1
ΔE to the lowest compared entry with this formula, charge and spin   5.21 kcal per mole
Electronic energy   -5783.586 eV
SMILES   C/C=C(/C)N

Geometry (Å):
H -0.517 -2.049 1.498
N 0.315 -0.549 -1.381
H 0.366 2.333 -0.773
H -0.880 1.727 -1.832
C -0.098 -0.007 0.942
H 0.377 -1.539 -1.236
H -0.520 0.689 1.661
H 0.673 -0.148 -2.225
C -0.123 0.284 -0.364
H 0.763 -1.356 2.459
C -0.500 1.673 -0.816
C 0.329 -1.362 1.454
H -1.274 2.101 -0.191
H 1.089 -1.796 0.805

# 3
A single C3H7FN2O molecule, computed with the ωB97M-V functional and the def2-TZVPD basis.

Summary:
LUMO level   0.0378 Ha
Gap between HOMO and LUMO   10.6074 eV
Multiplicity   1
ΔE to the lowest compared entry with this formula, charge and spin   38.23 kcal per mole
Electronic energy   -10967.508 eV
SMILES   N[C@@H](/C=N/O)CF

Geometry (Å):
H 3.477 -0.492 0.540
C -0.564 0.320 -0.461
H 0.691 -1.566 -0.785
C 0.686 -0.538 -0.418
O 2.795 -0.997 0.076
C -1.690 -0.334 0.354
N 1.778 -0.042 0.021
N -0.271 1.700 -0.119
H -1.431 -0.449 1.394
F -1.845 -1.638 -0.107
H -2.718 0.072 0.257
H -0.936 0.190 -1.452
H 0.703 1.768 -0.089
H -0.675 2.007 0.789

# 4
A molecular structure, C6H4, computed with the ωB97M-V functional and the def2-TZVPD basis.

Summary:
LUMO level   0.0310 Ha
Gap between HOMO and LUMO   8.8713 eV
Multiplicity   1
ΔE to the lowest compared entry with this formula, charge and spin   104.37 kcal per mole
Electronic energy   -6277.949 eV

Geometry (Å):
C -1.021 1.379 0.096
C -1.727 1.118 -1.202
C -0.284 0.838 1.115
H -0.111 1.190 -2.908
H 0.137 1.305 2.004
H 0.145 -1.213 0.576
H 1.426 -0.099 0.445
C 0.408 -0.233 0.333
C -0.513 0.875 -1.963
C -0.169 0.357 -0.835

Number 1 is which compound? C2F3MnNO5S2